DFT (ωB97M-V/def2-TZVPD) results for the molecule C3H2N4O in a non-equilibrium geometry.

Its LUMO energy is -0.2946 eV. The SMILES is c1non2cnnc12. The calculation puts the orbital gap at 0.348 hartree. The value obtained for the energy above the lowest of the compared OMol25 structures with the same formula, charge and spin is 97.2 kcal/mol. The total charge is 0.

Atoms and positions in Å:
C: -1.50293 0.00989 -0.75952
H: -2.27001 0.44152 -1.18660
N: -1.23566 -1.31895 -0.77459
N: -0.42456 0.53694 -0.18939
H: 2.34537 -0.30627 1.21694
C: 1.56090 0.06544 0.60570
N: 1.28450 1.39685 0.74272
C: 0.38685 -0.65622 0.22584
O: -0.05896 1.60490 0.46724
N: -0.08548 -1.77409 -0.34835

Löwdin population analysis, charges in e, atoms 1 to 6: number 1, C, carries -0.0554; number 2, H, carries 0.0770; number 3, N, carries -0.0315; number 4, N, carries -0.0420; number 5, H, carries 0.1064; number 6, C, carries -0.0195